Density functional theory data (ωB97M-V/def2-TZVPD) for a 2-piece molecular cluster, C8H6F3NO2 overall at a distorted geometry.

Structure (XYZ):
```
20
Properties=species:S:1:pos:R:3:lowdin_charge:R:1
C -2.588 0.040 -1.002 -0.087
C -1.993 -1.172 -0.777 -0.062
C -2.051 1.217 -0.577 -0.069
C -0.791 -1.233 -0.138 -0.016
C -0.844 1.161 0.089 0.000
C -0.128 -0.055 0.152 -0.238
C 1.159 -0.158 0.709 -0.060
C 2.019 1.025 0.263 -0.618
N 1.897 -1.434 0.353 -0.389
O 2.358 -1.466 -0.769 0.120
O 2.029 -2.300 1.186 0.085
F 3.322 0.706 0.352 0.137
F 1.956 2.182 0.907 0.155
F 1.774 1.341 -1.022 0.153
H -3.551 0.367 -1.213 0.092
H -2.569 -2.120 -1.010 0.136
H -2.500 2.229 -0.623 0.129
H -0.194 -2.185 -0.054 0.142
H -0.409 2.075 0.443 0.112
H 1.106 -0.222 2.732 0.276
```

Results
- Gap between HOMO and LUMO (spin up / spin down): 7.902 / 8.023 eV
- Relative energy (zero: lowest compared OMol25 entry of this formula, charge and spin): 6.304 eV



Density functional theory data (ωB97M-V/def2-TZVPD) for a 2-piece molecular cluster, C22H46BN5O8P overall at a distorted geometry.

Structure (XYZ):
```
83
Properties=species:S:1:pos:R:3:lowdin_charge:R:1
C -4.041 -5.542 2.889 -0.074
C -3.651 -4.095 2.618 -0.248
N -2.291 -3.772 3.134 0.016
N -2.065 -2.374 2.936 -0.062
C -2.260 -1.554 4.149 -0.115
C -1.538 -0.186 4.088 -0.092
C -0.115 -0.284 3.457 -0.295
C 0.997 0.486 4.196 -0.126
C 1.213 1.844 3.482 -0.180
C -0.068 2.713 3.490 -0.172
C 0.183 4.177 3.080 -0.118
N -0.515 4.600 1.870 -0.120
C -1.408 3.962 1.069 -0.125
C -1.786 4.819 0.080 -0.099
C -1.087 6.040 0.296 -0.088
C -0.310 5.857 1.399 -0.114
N 0.221 -1.714 3.183 0.122
C -0.829 -2.141 2.366 -0.281
N -0.605 -2.243 1.089 0.163
B -1.720 -2.633 0.122 -0.754
O -1.898 -3.959 -0.138 0.211
O -2.508 -1.693 -0.438 0.106
C -2.890 -2.095 -1.801 -0.174
C -3.415 -0.840 -2.535 -0.041
P 0.966 -1.936 0.376 0.444
O 2.025 -2.720 0.976 -0.199
O 0.800 -2.426 -1.135 -0.085
O 1.250 -0.389 0.303 -0.053
H -5.065 -5.664 2.513 0.086
H -3.432 -6.241 2.310 0.080
H -4.085 -5.792 3.953 0.079
H -3.722 -3.915 1.543 0.100
H -4.352 -3.388 3.089 0.117
H -2.345 -3.993 4.127 0.123
H -3.323 -1.408 4.354 0.133
H -1.869 -2.077 5.040 0.128
H -2.150 0.481 3.468 0.117
H -1.515 0.273 5.079 0.124
H -0.198 0.176 2.464 0.117
H 1.928 -0.071 4.040 0.124
H 0.806 0.617 5.265 0.121
H 2.046 2.402 3.916 0.119
H 1.435 1.613 2.431 0.111
H -0.418 2.709 4.533 0.118
H -0.859 2.238 2.909 0.071
H -0.185 4.806 3.901 0.128
H 1.258 4.375 3.020 0.126
H -1.749 2.952 1.241 0.097
H -2.513 4.567 -0.679 0.093
H -1.164 6.934 -0.305 0.097
H 0.341 6.613 1.813 0.125
H 0.238 -2.256 4.046 0.158
H -1.317 -4.460 0.455 0.131
H -2.013 -2.469 -2.336 0.120
H -3.662 -2.865 -1.791 0.127
H -2.813 -0.622 -3.420 0.078
H -3.329 0.020 -1.865 0.080
H -4.454 -1.003 -2.824 0.079
H 1.234 -3.296 -1.155 0.120
H 0.506 0.100 -0.093 0.118
C 5.080 -0.030 -2.377 -0.103
O 4.021 -0.222 -3.293 -0.190
C 2.747 0.065 -2.749 -0.210
C 1.848 0.737 -3.769 -0.182
O 2.189 2.078 -4.070 -0.120
C 3.367 2.314 -4.835 -0.173
C 3.293 1.842 -6.273 -0.196
O 3.427 0.431 -6.354 -0.203
C 2.671 -0.140 -7.400 -0.113
H 5.084 -0.819 -1.617 0.088
H 6.014 -0.071 -2.935 0.092
H 5.013 0.952 -1.896 0.089
H 2.830 0.707 -1.864 0.118
H 2.295 -0.889 -2.451 0.104
H 0.844 0.789 -3.334 0.121
H 1.760 0.140 -4.679 0.119
H 4.248 1.916 -4.332 0.118
H 3.479 3.400 -4.854 0.130
H 4.117 2.291 -6.840 0.130
H 2.341 2.167 -6.710 0.127
H 1.624 0.180 -7.352 0.085
H 2.703 -1.222 -7.281 0.088
H 3.094 0.124 -8.375 0.091
```

Results
- Gap between HOMO and LUMO: 6.241 eV
- Net charge: +1



Density functional theory data (ωB97M-V/def2-TZVPD) for C4H13N5O2 as an isolated structure at a distorted geometry.

Structure (XYZ):
```
24
Properties=species:S:1:pos:R:3:lowdin_charge:R:1
C -1.352 0.973 -1.710 -0.337
C 0.192 0.773 -1.654 -0.195
C 0.610 -1.252 -0.084 -0.172
C 1.022 -1.465 1.279 -0.435
H -1.819 -0.920 -0.694 0.065
H -2.129 -1.078 -2.829 0.255
H -1.488 1.302 -2.633 0.040
H -1.407 1.746 -0.861 0.116
H 0.597 1.924 -2.188 0.189
H 0.417 0.200 -2.591 0.098
H -0.398 -1.357 -0.458 0.055
H 1.251 -1.930 -0.638 0.119
H 2.052 -1.142 1.111 0.113
H 0.773 -2.733 1.313 0.185
H 1.130 -1.010 3.244 0.239
H -0.817 -1.076 2.148 0.209
H -0.451 1.330 2.028 0.175
N -2.016 -0.321 -1.603 -0.093
N 0.871 0.265 -0.439 -0.082
N 0.366 -0.603 2.201 -0.075
N 0.630 1.170 0.442 -0.260
N 1.555 1.541 1.349 -0.005
O -0.742 1.439 0.917 -0.105
O 1.154 2.227 2.349 -0.098
```

Results
- Gap between HOMO and LUMO: 8.543 eV
- Relative energy (zero: lowest compared OMol25 entry of this formula, charge and spin): 13.122 eV



Density functional theory data (ωB97M-V/def2-TZVPD) for C30H75F2N6NiO14S2 as an isolated structure at a distorted geometry.

Structure (XYZ):
```
130
Properties=species:S:1:pos:R:3:lowdin_charge:R:1
Ni -0.180 -2.868 -0.941 0.457
N -0.045 -0.934 -0.558 -0.285
S 0.303 0.055 0.495 0.457
O -0.670 1.132 0.831 -0.295
O 1.714 0.374 0.654 -0.248
F -0.014 -0.905 1.783 -0.202
S -0.300 0.272 -1.769 0.654
O 0.814 1.148 -2.077 -0.250
O -1.662 0.745 -2.044 -0.286
F -0.120 -0.831 -2.946 -0.189
C 1.020 4.197 -0.789 -0.034
O -0.074 4.506 -1.735 -0.196
C -1.391 4.208 -1.139 -0.134
C -2.542 4.262 -2.137 -0.129
N -2.561 3.321 -3.189 0.188
C -1.589 3.364 -4.367 -0.022
C -1.517 4.790 -5.174 -0.127
O -2.374 5.106 -6.334 -0.167
C -2.085 4.169 -7.440 -0.083
H 1.084 4.986 -0.040 0.092
H 1.951 4.173 -1.357 0.068
H 0.837 3.305 -0.190 0.073
H -1.595 4.748 -0.214 0.144
H -1.287 3.223 -0.683 0.098
H -2.817 5.175 -2.665 0.135
H -3.448 4.104 -1.551 0.153
H -2.368 2.356 -2.961 0.095
H -1.717 2.491 -5.007 0.124
H -0.637 3.126 -3.892 0.131
H -0.499 5.049 -5.465 0.118
H -1.677 5.518 -4.379 0.103
H -2.270 3.113 -7.244 0.075
H -1.058 4.182 -7.805 0.083
H -2.539 4.493 -8.377 0.090
C -0.273 0.793 5.129 -0.115
O 0.980 0.228 5.402 -0.183
C 1.014 -1.206 5.491 -0.230
C 2.406 -1.697 5.530 -0.229
N 2.916 -1.810 6.904 -0.036
C 3.793 -3.072 7.013 -0.185
C 4.170 -3.317 8.415 -0.314
O 5.125 -4.313 8.351 -0.176
C 5.196 -4.992 9.668 -0.067
H -0.179 1.871 4.995 0.089
H -1.061 0.485 5.816 0.089
H -0.570 0.481 4.127 0.060
H 0.457 -1.593 4.637 0.101
H 0.448 -1.611 6.330 0.123
H 3.090 -1.055 4.975 0.124
H 2.378 -2.634 4.974 0.115
H 3.312 -0.952 7.259 0.107
H 4.704 -2.932 6.432 0.121
H 3.274 -3.971 6.681 0.121
H 3.347 -3.537 9.095 0.129
H 4.672 -2.401 8.729 0.125
H 5.204 -4.194 10.411 0.079
H 6.068 -5.610 9.882 0.080
H 4.379 -5.663 9.933 0.081
C 3.239 -3.154 -1.116 -0.033
O 2.064 -3.066 -2.071 -0.224
C 1.985 -4.253 -2.900 -0.188
C 0.944 -5.167 -2.366 -0.249
N -0.317 -4.596 -2.132 -0.079
C -0.944 -4.110 -3.441 -0.125
C -2.261 -3.449 -3.153 -0.177
O -2.085 -2.471 -2.108 -0.247
C -3.339 -2.022 -1.730 -0.106
H 3.375 -4.050 -0.510 0.087
H 3.189 -2.302 -0.439 0.075
H 4.217 -3.092 -1.593 0.087
H 2.902 -4.841 -2.936 0.133
H 1.852 -3.662 -3.806 0.133
H 1.129 -5.669 -1.416 0.140
H 1.003 -6.042 -3.012 0.134
H -0.892 -5.371 -1.835 0.134
H -1.236 -5.033 -3.942 0.132
H -0.284 -3.533 -4.089 0.124
H -2.878 -4.237 -2.721 0.128
H -2.685 -3.049 -4.074 0.145
H -4.163 -2.709 -1.922 0.101
H -3.572 -1.068 -2.203 0.085
H -3.308 -1.628 -0.714 0.082
C 4.587 8.498 -3.028 -0.113
O 4.289 7.391 -3.834 -0.211
C 3.076 6.755 -3.518 -0.217
C 3.116 5.460 -4.350 -0.212
N 4.291 4.638 -4.044 -0.041
C 3.988 3.388 -3.240 -0.191
C 5.177 2.536 -2.942 -0.193
O 5.086 1.718 -1.742 -0.177
C 4.158 0.693 -1.722 -0.123
H 5.142 9.237 -3.606 0.087
H 5.283 8.113 -2.282 0.094
H 3.814 9.160 -2.637 0.090
H 2.288 7.508 -3.542 0.127
H 3.248 6.424 -2.494 0.112
H 3.045 5.805 -5.381 0.109
H 2.171 4.948 -4.166 0.093
H 4.824 5.336 -3.546 0.089
H 3.062 2.865 -3.479 0.114
H 3.853 3.963 -2.324 0.099
H 6.041 3.201 -2.930 0.128
H 5.339 1.932 -3.835 0.119
H 4.526 0.028 -2.503 0.086
H 3.175 1.083 -1.986 0.058
H 4.178 0.063 -0.833 0.084
C -2.957 -2.258 4.427 -0.108
O -2.928 -1.025 3.716 -0.181
C -3.089 -1.091 2.307 -0.211
C -4.606 -0.801 1.941 -0.135
N -5.463 -1.898 1.246 -0.051
C -5.495 -3.240 1.887 -0.222
C -6.667 -4.069 1.257 -0.118
O -7.932 -3.858 2.173 -0.192
C -8.989 -4.553 1.594 -0.175
H -2.059 -2.846 4.240 0.073
H -3.663 -3.080 4.308 0.075
H -2.744 -2.065 5.479 0.089
H -2.949 -2.079 1.870 0.105
H -2.473 -0.323 1.837 0.085
H -4.407 0.084 1.337 0.095
H -5.102 -0.566 2.883 0.114
H -6.372 -1.567 1.536 0.086
H -5.629 -3.231 2.969 0.107
H -4.622 -3.874 1.734 0.100
H -6.340 -5.103 1.367 0.103
H -6.813 -3.959 0.182 0.109
H -9.856 -4.227 2.168 0.089
H -8.952 -5.633 1.736 0.082
H -9.123 -4.355 0.530 0.082
```

Results
- Multiplicity: 3
- Gap between HOMO and LUMO (spin up / spin down): 6.936 / 2.972 eV
- Relative energy (zero: lowest compared OMol25 entry of this formula, charge and spin): 0.426 eV
- Net charge: +1



Density functional theory data (ωB97M-V/def2-TZVPD) for a 2-piece molecular cluster, C3H3NO overall at a distorted geometry.

Structure (XYZ):
```
8
Properties=species:S:1:pos:R:3:lowdin_charge:R:1
C 0.113 0.838 -0.226 -0.067
C 1.032 0.524 0.664 -0.268
O 1.610 0.272 1.643 0.186
H 0.231 0.853 -1.294 0.089
H -0.717 1.374 0.219 0.108
C -0.707 -1.177 -0.325 -0.193
N -1.848 -1.137 -0.525 0.071
H 0.287 -1.547 -0.155 0.075
```

Results
- Gap between HOMO and LUMO: 9.249 eV
- Relative energy (zero: lowest compared OMol25 entry of this formula, charge and spin): 2.327 eV
- SMILES: C=C=O.C#N



Density functional theory data (ωB97M-V/def2-TZVPD) for C20H41N2OP3Sn as an isolated structure at a distorted geometry.

Structure (XYZ):
```
68
Properties=species:S:1:pos:R:3:lowdin_charge:R:1
Sn -0.869 0.667 1.041 1.059
P -2.487 -1.305 0.805 0.750
P 1.049 0.197 2.677 0.749
P 1.397 -2.542 -0.716 1.012
H 0.361 2.887 -0.009 0.099
C -0.005 1.934 -0.403 -0.231
C -1.436 1.775 -0.682 -0.221
H -2.118 2.606 -0.469 0.096
C -4.158 -0.806 1.334 -0.196
C -2.049 -2.772 1.790 -0.221
C -2.716 -1.925 -0.887 -0.197
C 2.594 1.033 2.203 -0.192
C 0.793 0.688 4.412 -0.207
C 1.447 -1.572 2.752 -0.221
C 1.091 -2.725 -2.516 -0.208
C 1.989 -4.253 -0.381 -0.207
C 3.035 -1.701 -0.784 -0.220
H 0.710 1.415 -1.050 0.061
H -1.735 1.154 -1.533 0.084
H -4.357 0.230 1.024 0.071
H -4.260 -0.877 2.427 0.072
H -4.895 -1.467 0.853 0.094
H -1.814 -2.483 2.824 0.061
H -1.180 -3.286 1.352 0.047
H -2.904 -3.464 1.801 0.097
H -3.011 -1.104 -1.553 0.074
H -3.519 -2.677 -0.878 0.098
H -1.794 -2.383 -1.271 0.035
H 3.308 0.909 3.031 0.096
H 2.412 2.106 2.043 0.076
H 3.010 0.596 1.283 0.054
H 1.674 0.347 4.979 0.092
H -0.108 0.217 4.831 0.062
H 0.706 1.781 4.501 0.076
H 1.857 -1.783 3.750 0.092
H 2.189 -1.839 1.985 0.028
H 0.545 -2.182 2.603 0.024
H 1.746 -3.514 -2.911 0.091
H 1.288 -1.765 -3.026 0.029
H 0.043 -3.017 -2.667 0.051
H 2.518 -4.647 -1.258 0.090
H 1.113 -4.879 -0.171 0.063
H 2.650 -4.261 0.495 0.067
H 3.658 -2.144 -1.571 0.106
H 3.542 -1.799 0.184 0.051
H 2.886 -0.640 -1.021 0.030
C 1.288 0.956 -3.835 -0.414
C 1.967 2.304 -3.747 -0.114
C 2.197 2.777 -5.126 -0.009
C 1.298 2.474 -6.113 -0.047
C 0.269 1.505 -5.932 0.004
C 0.250 0.726 -4.790 -0.018
O 1.924 0.160 -3.110 -0.044
H 2.835 1.901 -3.197 0.132
H 1.384 3.001 -3.110 0.143
H 3.055 3.433 -5.274 0.132
H 1.352 2.980 -7.076 0.130
H -0.470 1.361 -6.723 0.136
H -0.431 -0.102 -4.603 0.104
N -2.473 1.662 3.639 0.019
C -2.841 2.743 4.350 0.020
C -2.413 3.846 3.635 0.023
C -1.772 3.375 2.495 -0.062
N -1.827 2.020 2.498 -0.152
H -2.593 0.683 3.898 0.168
H -3.368 2.652 5.285 0.161
H -2.540 4.877 3.900 0.138
H -1.287 3.935 1.709 0.134
```

Results
- Gap between HOMO and LUMO (spin up / spin down): 1.991 / 3.823 eV
- Relative energy (zero: lowest compared OMol25 entry of this formula, charge and spin): 1.760 eV
- Net charge: +4



Number 1: E_tot -22123.56152 eV. Number 2: E_tot -57351.79141 eV. Number 3: E_tot -15890.50446 eV. Number 4: E_tot -138057.15374 eV. Number 5: E_tot -6694.16492 eV. Number 6: E_tot -60084.81468 eV.